The following is a DFT calculation (ωB97M-V with the def2-TZVPD basis set) of a 6-piece molecular cluster, C39H84FO17PS overall in a non-equilibrium geometry.

The geometry in XYZ format:
```
143
Properties=species:S:1:pos:R:3:forces:R:3
O -4.289520 -2.510673 2.801366 5.147 2.747 0.880
S -2.888848 -1.930261 3.229593 -3.588 -8.318 1.462
O -2.403300 -2.683436 4.497137 -0.495 3.063 -4.554
F -1.853763 -2.168247 1.852699 -1.254 0.521 2.215
P -3.242232 0.172682 3.648829 -0.169 5.547 0.571
C -3.552241 2.049687 4.058296 -0.793 1.356 -1.139
C -5.107302 2.493015 3.641653 0.780 0.610 0.049
C -6.249902 1.889814 4.653958 -1.300 -0.678 -1.044
C -7.240991 0.921346 3.733544 -1.796 -2.280 -1.223
C -7.958752 1.587212 2.379370 -0.382 -3.502 0.807
C -8.937595 0.722768 1.369739 2.389 -1.797 4.437
C -9.200395 -0.862004 1.810139 2.081 2.261 1.918
C -8.495644 -1.529264 3.166537 0.836 3.460 -0.631
C -7.474955 -0.676015 4.172312 -2.485 2.401 -4.597
H -3.748320 -0.197055 4.959619 0.474 -0.733 -1.117
H -4.090931 0.268253 2.457546 0.685 -0.672 0.882
H -1.825763 0.499567 3.461685 -0.923 -0.888 0.206
H -2.860758 2.635453 3.281112 -1.229 -1.053 1.903
H -3.275963 2.326571 5.162968 -0.462 -0.459 -2.100
H -5.225037 2.129043 2.511620 -0.123 0.603 2.539
H -5.229575 3.678328 3.590234 0.508 -2.569 0.224
H -5.813291 1.252513 5.548111 -0.786 1.273 -1.934
H -6.938405 2.739096 5.133360 1.689 -1.789 -1.131
H -7.671155 2.721732 2.181159 -0.847 -2.696 0.321
H -9.396511 1.224239 0.406158 1.009 -1.279 2.276
H -9.923781 -1.499688 1.115889 1.828 1.388 1.831
H -8.707645 -2.650977 3.460023 0.395 2.553 -0.879
H -6.962561 -1.171748 5.108097 -1.176 1.165 -2.144
C 2.543619 4.952806 1.861728 0.268 0.170 0.232
O 2.226424 5.505428 3.131813 -0.560 -0.077 -0.480
C 0.998153 6.223146 3.165488 -0.031 -0.349 0.220
C -0.002040 5.657616 4.185860 -0.092 0.188 0.116
O -0.421436 4.300904 4.019637 0.326 0.045 0.022
C 0.566936 3.278661 4.171710 0.026 -0.059 0.125
C 1.275790 3.176306 5.533259 0.253 0.303 -0.581
O 2.073383 4.324881 5.814684 -0.827 -0.190 0.511
C 1.825004 4.908545 7.090405 0.559 0.068 -0.342
H 3.235023 5.622050 1.340667 -0.089 -0.073 -0.174
H 3.045600 3.996125 2.018238 0.029 0.034 0.031
H 1.657508 4.777028 1.242296 0.037 0.062 0.070
H 0.527942 6.269815 2.173101 0.101 -0.187 0.075
H 1.228319 7.252733 3.447738 -0.148 0.135 0.131
H -0.916651 6.257229 4.102690 0.034 -0.155 -0.176
H 0.337812 5.816410 5.209091 0.278 -0.035 -0.100
H 1.283334 3.330432 3.356821 0.256 0.122 0.102
H 0.032857 2.334197 4.021105 -0.130 0.070 0.127
H 1.963915 2.324837 5.496498 -0.212 -0.210 -0.108
H 0.541637 2.977832 6.320411 0.002 0.174 0.019
H 0.859038 4.626701 7.511769 -0.025 -0.102 -0.035
H 1.839891 5.992802 6.970648 0.036 0.041 0.023
H 2.630969 4.629864 7.775637 -0.153 -0.008 0.129
C -1.544161 4.195547 -0.846323 0.281 -0.103 -0.310
O -1.161964 4.814786 -2.066810 -0.636 0.087 0.363
C -2.250314 5.327680 -2.826636 0.163 0.346 0.102
C -2.140929 6.837282 -3.092171 -0.033 0.071 -0.191
O -2.095963 7.707220 -1.958426 0.284 -0.308 -0.031
C -0.962478 7.608357 -1.092157 0.087 0.175 0.002
C 0.421464 7.889742 -1.702316 -0.318 -0.639 0.105
O 0.785439 6.922014 -2.684967 -0.183 0.919 -0.212
C 1.209844 7.481406 -3.924637 0.130 -0.620 0.167
H -1.596793 3.112485 -0.993417 -0.137 -0.020 0.138
H -0.775243 4.402765 -0.099634 0.039 -0.011 -0.011
H -2.501269 4.566413 -0.463975 0.063 0.000 -0.082
H -3.216812 5.104257 -2.353275 0.206 0.066 0.113
H -2.250030 4.810996 -3.788784 -0.060 0.101 -0.194
H -3.040085 7.129805 -3.647973 -0.027 -0.045 0.233
H -1.315531 7.065899 -3.766091 0.145 -0.237 0.111
H -0.976814 6.656606 -0.568787 0.211 -0.217 -0.118
H -1.124975 8.362756 -0.314719 -0.045 0.099 -0.182
H 1.167942 7.814245 -0.904232 -0.128 0.191 0.224
H 0.454210 8.911328 -2.093813 -0.048 -0.088 -0.144
H 0.877855 8.510583 -4.068345 -0.006 0.046 0.098
H 0.789211 6.873734 -4.727119 0.066 -0.014 -0.060
H 2.300423 7.424561 -3.989393 -0.010 0.166 -0.104
C -0.007281 -9.022551 1.368776 0.027 0.348 0.228
O -0.617165 -7.739228 1.353069 0.023 -0.473 -0.590
C -0.881179 -7.234681 0.048987 -0.377 -0.074 0.158
C -2.368529 -6.930909 -0.189517 -0.079 0.190 -0.060
O -3.293509 -8.014048 -0.065356 0.268 0.106 0.269
C -3.450082 -8.606629 1.226665 -0.191 -0.003 0.102
C -3.943825 -7.699099 2.366566 0.754 -0.101 -0.138
O -3.005415 -6.673249 2.685308 -0.856 -0.010 -0.459
C -3.563138 -5.362621 2.717191 0.502 -0.165 0.382
H 1.073791 -8.905673 1.491468 0.044 -0.171 -0.102
H -0.391588 -9.575816 2.227801 0.029 0.042 0.020
H -0.218820 -9.603863 0.464832 0.009 0.093 0.045
H -0.512553 -7.914885 -0.731747 -0.105 -0.078 0.201
H -0.320737 -6.303882 -0.061500 -0.078 0.193 -0.116
H -2.461798 -6.585972 -1.226477 0.038 -0.232 0.019
H -2.705554 -6.086663 0.411630 0.205 -0.082 0.216
H -2.541956 -9.132889 1.506504 0.162 0.168 0.209
H -4.204264 -9.390383 1.096774 -0.073 0.164 -0.110
H -4.049321 -8.311315 3.268746 -0.177 -0.253 -0.116
H -4.931150 -7.296310 2.119724 0.096 0.137 -0.066
H -4.505412 -5.282675 2.173313 -0.024 -0.062 -0.002
H -2.845787 -4.682660 2.255417 -0.007 -0.034 0.031
H -3.701701 -5.056777 3.758367 -0.135 0.098 -0.153
C 7.015703 -11.547630 3.027588 0.218 0.023 -0.333
O 6.617603 -11.815906 1.690178 -0.353 -0.281 0.573
C 5.769555 -12.949986 1.550249 -0.244 0.312 -0.073
C 4.412214 -12.612137 0.913965 -0.090 -0.106 -0.126
O 3.581562 -11.665109 1.590238 0.379 0.073 -0.140
C 4.056997 -10.320220 1.691329 -0.101 0.141 -0.071
C 4.317372 -9.560915 0.378916 0.446 -0.324 0.452
O 5.382656 -10.135841 -0.375542 -0.894 -0.062 -0.390
C 5.056235 -10.400037 -1.736963 0.609 0.092 0.271
H 8.009903 -11.971461 3.198946 -0.048 -0.025 0.190
H 7.077638 -10.465538 3.157818 0.026 -0.008 -0.046
H 6.310374 -11.941532 3.767276 0.035 -0.005 -0.109
H 5.611241 -13.459502 2.511206 0.006 0.241 -0.042
H 6.282109 -13.663972 0.902019 -0.107 -0.141 -0.153
H 3.831427 -13.542171 0.887707 0.022 0.101 0.214
H 4.520987 -12.327181 -0.132307 0.270 0.114 0.062
H 4.920998 -10.280058 2.348476 0.255 0.033 -0.172
H 3.270201 -9.773651 2.222504 -0.086 -0.120 -0.140
H 4.632743 -8.542580 0.630713 -0.239 0.065 0.197
H 3.390733 -9.489549 -0.199208 0.057 -0.145 -0.076
H 3.982020 -10.454624 -1.919051 -0.050 0.067 0.073
H 5.495476 -11.361865 -2.005532 0.042 -0.018 -0.043
H 5.507280 -9.630280 -2.370067 -0.169 -0.016 -0.108
C 2.369395 9.061273 -9.697500 -0.291 -0.248 0.122
O 2.449088 7.676791 -9.387694 0.471 0.335 -0.431
C 3.247569 6.921693 -10.291663 0.226 -0.003 0.328
C 4.419466 6.203424 -9.604555 0.051 -0.179 -0.046
O 5.379104 7.010360 -8.917430 -0.412 -0.001 0.101
C 4.933116 7.736615 -7.769113 0.096 -0.029 0.148
C 4.372754 6.922371 -6.590229 -0.326 0.333 -0.534
O 3.164897 6.243247 -6.928532 0.769 -0.499 0.198
C 3.169283 4.854003 -6.612620 -0.540 0.362 -0.064
H 1.443830 9.253975 -10.248522 0.093 0.150 -0.091
H 2.333771 9.621962 -8.761510 -0.036 -0.035 0.012
H 3.228509 9.416505 -10.276741 -0.060 -0.092 0.035
H 3.626176 7.543196 -11.115373 -0.018 0.060 0.238
H 2.602723 6.165930 -10.745188 0.071 -0.213 -0.059
H 4.983154 5.687261 -10.391193 0.026 0.237 0.011
H 4.070480 5.405827 -8.948992 -0.248 0.157 0.053
H 4.244120 8.520658 -8.069968 -0.295 -0.086 0.070
H 5.818581 8.263561 -7.397343 0.057 -0.201 -0.042
H 4.118962 7.619368 -5.784220 0.277 0.166 0.016
H 5.140388 6.240191 -6.211614 -0.087 -0.107 -0.111
H 4.172630 4.444181 -6.488461 0.059 0.085 0.038
H 2.684729 4.322971 -7.433222 -0.048 -0.033 -0.005
H 2.580302 4.690394 -5.705360 0.139 -0.140 0.053
```
Forces are in eV/Å.

Summary:
Kohn-Sham gap in Eh: 0.2853
Highest occupied orbital energy in eV: -8.45